No. 1
Density functional theory data (ωB97M-V/def2-TZVPD) for an isolated molecule of C4H7N3 at a distorted geometry.

ΔE to the lowest compared entry with this formula, charge and spin ... 336.7 kJ/mol
Max |F| ... 3.2 eV Å⁻¹
SMILES ... [H]/N=C/N(N)CC#C
HOMO energy ... -9.0 eV
Electronic energy ... -8728.1902 eV

Last column: natural (NBO) charge in e.
Element x y z (Å)
N1 0.402 1.690 -0.171  -0.678
N2 1.483 -1.671 -0.067  -0.723
N3 0.514 0.373 0.269  -0.279
C1 -1.854 -0.329 0.204  -0.013
C2 -0.631 -0.205 0.982  -0.313
C3 1.476 -0.425 -0.307  0.281
C4 -2.751 -0.606 -0.564  -0.229
H1 0.326 1.786 -1.178  0.355
H2 2.318 -2.076 -0.455  0.346
H3 -3.557 -0.579 -1.245  0.233
H4 2.178 0.246 -0.900  0.157
H5 -0.762 0.505 1.855  0.227
H6 1.121 2.449 0.185  0.363
H7 -0.263 -1.157 1.394  0.273


No. 2
Density functional theory data (ωB97M-V/def2-TZVPD) for a cluster of 3 separate species, C2H9NO4 in total.

ΔE to the lowest compared entry with this formula, charge and spin ... 51.3 kJ/mol
Max |F| ... 1.0 eV Å⁻¹
SMILES ... CNC(=O)O.O.O
HOMO energy ... -9.8 eV
Electronic energy ... -11900.2972 eV

Last column: natural (NBO) charge in e.
Element x y z (Å)
O1 4.047 1.742 1.075  -0.944
O2 -1.175 2.761 0.842  -0.624
O3 1.325 -5.390 0.260  -0.945
O4 -0.548 0.591 0.849  -0.706
N1 -1.293 1.511 -1.063  -0.643
C1 -1.028 1.717 0.262  0.877
C2 -2.004 0.342 -1.580  -0.405
H1 4.199 2.690 1.015  0.472
H2 -2.296 0.512 -2.611  0.212
H3 1.276 -4.589 0.783  0.473
H4 3.420 1.578 1.783  0.472
H5 0.713 -6.046 0.618  0.472
H6 -0.869 0.561 1.761  0.495
H7 -1.427 2.383 -1.549  0.398
H8 -2.918 0.192 -0.997  0.184
H9 -1.422 -0.556 -1.450  0.212


No. 3
Density functional theory data (ωB97M-V/def2-TZVPD) for a cluster of 12 separate species, C37H99N5O12 in total at a distorted geometry.

Max |F| ... 3.8 eV Å⁻¹
Multiplicity ... 2
HOMO energy (alpha / beta) ... -9.4 / -9.4 eV
Electronic energy ... -71975.8493 eV
Total charge ... +1
<S²> ... 0.75

Last column: Mulliken charge in e.
Element x y z (Å)
O1 -2.620 -1.437 -2.811  -0.315
O2 2.529 1.167 -2.167  1.030
O3 4.466 -2.249 1.058  -0.231
O4 6.883 -0.723 1.072  -0.589
O5 2.514 -4.266 2.152  -0.405
O6 -4.412 -4.297 5.507  -0.327
O7 -6.482 1.147 -0.024  -0.562
O8 -0.771 1.003 0.924  0.438
O9 0.587 4.344 1.333  -0.116
O10 0.038 -4.073 -1.963  -0.586
O11 -4.232 5.045 -2.277  -0.652
O12 -1.765 3.832 -3.693  -0.176
N1 1.809 -1.303 2.466  -0.527
N2 3.341 1.342 -3.291  0.031
N3 -1.857 2.850 3.731  -0.751
N4 -4.504 -4.495 4.101  0.604
N5 0.500 2.727 -1.165  1.536
C1 0.070 -3.863 -0.487  0.661
C2 0.320 3.775 2.672  -0.091
C3 -3.527 -6.725 4.393  -1.685
C4 3.380 -1.286 -3.691  -1.697
C5 5.568 1.855 -4.094  -1.074
C6 -1.271 3.769 2.766  1.401
C7 -3.603 -2.315 3.197  -1.428
C8 5.466 0.621 -4.977  -0.696
C9 4.053 0.311 -5.482  -0.942
C10 4.687 3.213 -2.296  -2.014
C11 -1.857 5.170 3.005  -1.749
C12 -1.031 2.812 -3.072  0.248
C13 1.237 -0.045 2.061  0.895
C14 -5.193 -3.675 1.866  -1.430
C15 1.827 5.060 1.216  -0.997
C16 -5.632 1.956 0.765  0.032
C17 4.696 1.762 -2.909  1.843
C18 -4.049 -4.598 1.267  -0.057
C19 -3.091 -0.792 -3.976  -0.482
C20 2.328 0.631 1.162  -0.351
C21 -4.838 -3.291 3.287  1.182
C22 -3.463 -5.428 3.545  1.066
C23 -0.131 -0.158 1.397  -0.962
C24 -3.719 -5.775 2.124  -1.038
C25 -0.189 3.625 -2.011  1.019
C26 6.601 -0.148 2.322  -0.554
C27 -1.340 4.350 -4.939  -0.886
C28 3.051 0.194 -4.268  1.427
C29 -1.879 -5.101 3.675  -1.249
C30 -6.012 -2.282 3.678  -1.484
C31 4.449 -3.158 -0.002  -0.444
C32 -1.905 0.696 0.138  -0.294
C33 1.621 0.270 -4.770  -1.927
C34 -3.975 4.662 -0.969  -0.230
C35 1.680 -4.541 3.227  -0.508
C36 0.827 4.635 -2.568  -1.733
C37 5.359 0.929 -1.841  -1.720
H1 0.081 -0.724 0.489  0.220
H2 -2.603 -0.006 0.593  0.205
H3 -2.944 5.090 2.963  0.438
H4 -7.378 1.237 0.308  0.329
H5 3.235 -3.682 2.401  0.240
H6 -4.625 2.034 0.356  -0.362
H7 0.907 0.260 -3.947  0.117
H8 1.476 1.254 -5.217  0.450
H9 0.213 5.354 -3.109  0.369
H10 4.109 -0.671 -5.952  0.344
H11 1.339 -0.517 -5.470  0.454
H12 -2.153 5.000 -5.262  0.281
H13 6.128 0.905 -5.795  0.436
H14 -6.955 -2.822 3.590  0.462
H15 2.793 -1.402 2.262  -0.048
H16 -0.803 -0.722 2.043  0.033
H17 2.600 4.319 1.422  0.383
H18 5.603 -0.485 2.600  0.148
H19 -5.852 -1.869 4.674  0.450
H20 0.632 -4.690 -0.053  0.244
H21 -3.188 -3.962 1.058  -0.270
H22 -3.073 -1.510 -4.797  0.358
H23 -5.549 1.800 1.841  0.225
H24 0.539 -2.912 -0.234  -0.092
H25 -2.734 -2.707 2.669  -0.077
H26 -6.116 2.908 0.549  0.356
H27 -1.087 3.535 -5.616  0.273
H28 -2.891 -7.390 3.809  0.451
H29 -0.904 -3.832 0.000  -0.415
H30 -3.183 5.318 -0.609  0.228
H31 -3.370 -1.946 4.196  0.598
H32 3.758 1.085 -6.191  0.349
H33 -1.518 0.383 -0.832  0.220
H34 -4.537 -7.117 4.519  0.464
H35 7.331 -0.389 3.095  0.315
H36 1.945 5.542 0.245  0.192
H37 -2.833 -2.370 -2.744  0.225
H38 5.272 -0.149 -1.976  0.281
H39 1.978 1.950 -2.243  -0.261
H40 -3.494 4.754 -2.818  0.402
H41 6.412 1.131 -1.641  0.450
H42 -4.081 -0.422 -3.711  0.253
H43 -1.643 -4.513 2.787  0.088
H44 -6.153 -4.174 1.998  0.420
H45 -1.249 -5.989 3.644  0.523
H46 4.496 -2.720 -1.000  0.050
H47 -4.548 -6.479 2.193  0.438
H48 5.992 -0.236 -4.556  0.318
H49 -3.796 -1.418 2.609  0.426
H50 5.612 3.786 -2.353  0.348
H51 -2.941 -6.342 1.611  0.367
H52 -5.417 -2.916 1.116  0.488
H53 -0.103 2.267 -0.498  -1.154
H54 5.217 2.672 -4.724  0.333
H55 2.845 -1.489 -2.763  0.154
H56 2.274 -5.167 3.893  0.381
H57 -4.404 -4.981 0.310  0.478
H58 3.338 0.252 1.319  0.056
H59 0.882 4.061 3.562  0.597
H60 -1.755 5.537 4.026  0.372
H61 1.897 5.849 1.965  0.320
H62 4.760 1.008 -0.935  0.083
H63 -0.571 -3.511 -2.447  0.275
H64 -1.497 5.853 2.236  0.352
H65 -2.846 2.994 3.877  0.311
H66 1.567 -3.602 3.769  0.409
H67 1.318 -2.062 2.016  0.178
H68 -1.734 1.918 3.363  0.201
H69 -3.788 3.594 -0.853  -0.133
H70 4.127 3.372 -1.374  0.229
H71 -0.915 4.197 -1.433  0.497
H72 6.596 0.939 2.236  0.262
H73 0.776 3.455 -0.521  -0.431
H74 -0.421 4.936 -4.956  0.350
H75 -2.399 0.037 -4.119  0.020
H76 3.981 3.720 -2.954  0.478
H77 -0.272 2.391 -3.731  -0.294
H78 1.177 0.573 2.957  0.135
H79 4.416 -1.309 -3.353  0.317
H80 3.219 -2.162 -4.318  0.468
H81 -1.626 2.017 -2.622  0.055
H82 -5.271 -4.439 5.910  0.373
H83 0.590 2.743 2.449  -0.537
H84 -1.643 3.641 1.749  -0.465
H85 1.422 4.004 -3.229  0.400
H86 -2.322 1.698 0.042  -0.465
H87 -3.016 -6.570 5.343  0.394
H88 -5.939 -1.462 2.964  0.327
H89 -4.909 4.902 -0.461  0.369
H90 1.474 5.056 -1.799  0.161
H91 2.263 0.492 0.083  -0.012
H92 0.691 -4.945 3.006  -0.148
H93 6.630 1.848 -3.849  0.420
H94 -1.712 -4.400 4.493  0.375
H95 3.596 -3.829 0.100  0.180
H96 7.801 -0.562 0.844  0.297
H97 5.294 -1.764 1.083  0.188
H98 2.314 1.719 1.225  -0.180
H99 5.311 -3.779 0.240  0.391


No. 4
Density functional theory data (ωB97M-V/def2-TZVPD) for a cluster of 2 separate species, C10H13N2S2 in total at a distorted geometry.

ΔE to the lowest compared entry with this formula, charge and spin ... 140.7 kJ/mol
Max |F| ... 4.7 eV Å⁻¹
HOMO energy ... -11.8 eV
Electronic energy ... -35221.9210 eV
Total charge ... +1

Last column: natural (NBO) charge in e.
Element x y z (Å)
S1 -1.941 2.693 -0.034  0.091
S2 -1.032 -1.460 -0.811  0.457
N1 -2.581 -0.480 0.948  -0.502
N2 0.529 1.671 -0.510  -0.565
C1 3.707 -0.184 -0.915  -0.196
C2 2.498 0.384 -1.176  -0.225
C3 1.916 0.366 1.091  -0.238
C4 -2.832 -1.719 -1.062  -0.535
C5 -0.508 1.674 0.175  -0.093
C6 -1.373 -0.741 0.648  0.004
C7 3.053 -0.295 1.386  -0.182
C8 1.615 0.806 -0.212  0.120
C9 -3.623 -0.759 -0.145  -0.233
C10 4.041 -0.548 0.386  -0.166
H1 4.990 -0.902 0.525  0.223
H2 -0.633 -0.488 1.363  0.282
H3 4.566 -0.151 -1.566  0.235
H4 -4.531 -1.215 0.275  0.251
H5 1.248 0.603 1.875  0.216
H6 -2.505 2.059 0.930  0.093
H7 2.378 0.977 -2.129  0.210
H8 -3.057 -1.574 -2.114  0.253
H9 -3.682 0.081 -0.746  0.224
H10 -2.970 0.152 1.641  0.438
H11 -3.102 -2.718 -0.916  0.238
H12 0.748 2.366 -1.258  0.381
H13 3.083 -0.598 2.350  0.218


No. 5
Density functional theory data (ωB97M-V/def2-TZVPD) for a structure of composition BrClFN2O at a distorted geometry.

ΔE to the lowest compared entry with this formula, charge and spin ... 165.0 kJ/mol
Max |F| ... 11.1 eV Å⁻¹
HOMO energy ... -5.2 eV
Electronic energy ... -90307.4731 eV
Total charge ... -1

Last column: natural (NBO) charge in e.
Element x y z (Å)
Br1 -3.168 -0.068 -0.175  -0.330
Cl1 -2.108 1.978 0.001  0.018
F1 -1.161 3.753 0.375  -0.688
O1 1.684 -2.557 -1.134  -0.362
N1 2.599 -1.296 0.972  0.043
N2 2.154 -1.811 -0.038  0.319


No. 6
Density functional theory data (ωB97M-V/def2-TZVPD) for a structure of composition H8NaO4.

ΔE to the lowest compared entry with this formula, charge and spin ... 34.1 kJ/mol
Max |F| ... 0.7 eV Å⁻¹
HOMO energy ... -15.7 eV
Electronic energy ... -12732.3931 eV
Total charge ... +1

Last column: natural (NBO) charge in e.
Element x y z (Å)
Na1 -0.281 0.803 0.467  0.978
O1 0.832 0.586 -1.710  -0.983
O2 -2.694 0.523 -0.056  -0.990
O3 -0.378 -1.888 0.027  -0.970
O4 2.240 0.825 1.632  -0.977
H1 2.074 0.942 2.575  0.482
H2 3.143 1.134 1.505  0.500
H3 1.184 -0.270 -1.977  0.494
H4 -3.244 1.297 -0.227  0.492
H5 -0.037 -2.622 -0.497  0.494
H6 -3.285 -0.233 -0.144  0.504
H7 -0.178 -2.144 0.936  0.480
H8 0.623 1.046 -2.531  0.495